Entry from the Open Molecules 2025 dataset: a cluster of 4 separate species, C26H52N2O15P4S in total at a distorted geometry (ωB97M-V/def2-TZVPD).

## Properties
* charge: 0
* largest force on an atom: 9.56 eV Å⁻¹
* LUMO level: -0.0603 hartree
* HOMO level: -0.334 Eh
* E_tot: -4023.4929 Ha
* multiplicity: 1

```
100
Properties=species:S:1:pos:R:3:mulliken_charge:R:1
N -0.846 9.910 -3.178 -0.69
N -1.166 8.531 -3.455 0.19
C 0.176 7.959 -3.509 0.29
O 1.025 8.162 -2.689 -0.52
C 0.294 7.119 -4.808 0.15
C 1.368 6.249 -5.272 -0.65
C 1.175 5.625 -6.595 0.61
S 2.500 4.570 -7.247 -0.26
C -0.059 5.884 -7.340 -0.71
C -1.132 6.742 -6.823 0.51
P -2.682 6.959 -7.830 0.39
O -3.917 7.279 -7.043 -0.60
C -0.961 7.410 -5.526 0.16
C -1.863 8.396 -4.727 0.15
O -2.862 8.979 -5.007 -0.48
H -1.622 10.507 -3.478 0.27
H -0.752 10.031 -2.169 0.19
H 2.280 6.095 -4.659 0.37
H 3.491 4.608 -6.282 0.18
H -0.149 5.388 -8.342 0.24
H -2.929 5.718 -8.516 0.06
H -2.364 7.904 -8.855 0.09
O -0.766 1.318 -6.258 -0.71
P -1.039 -0.052 -5.676 1.06
O -0.050 0.032 -4.355 -0.33
C -0.272 1.036 -3.375 -0.35
C -1.426 0.671 -2.461 -0.86
O -0.055 -0.922 -6.669 -0.34
C 0.324 -0.420 -7.945 -0.33
C 1.676 0.264 -7.863 -0.96
O -1.601 -1.558 -5.133 -0.32
C -2.957 -1.685 -4.708 -0.10
C -3.932 -0.867 -5.530 -1.28
H -0.442 2.009 -3.843 0.27
H 0.644 1.112 -2.786 0.37
H -2.374 0.710 -3.009 0.21
H -1.494 1.366 -1.622 0.44
H -1.310 -0.342 -2.071 0.11
H -0.440 0.245 -8.349 0.31
H 0.391 -1.273 -8.625 0.34
H 1.691 1.038 -7.095 0.21
H 1.935 0.720 -8.822 0.36
H 2.451 -0.457 -7.598 0.29
H -3.031 -1.427 -3.648 0.18
H -3.217 -2.743 -4.795 0.37
H -3.755 0.208 -5.397 0.37
H -4.959 -1.076 -5.225 0.39
H -3.826 -1.089 -6.594 0.34
O -1.558 -2.324 0.917 -0.74
P -1.952 -3.682 1.483 1.08
O -0.966 -3.611 2.815 -0.36
C -1.180 -2.607 3.795 0.20
C -2.342 -2.963 4.703 -1.15
O -0.947 -4.561 0.515 -0.38
C -0.537 -4.069 -0.758 -0.30
C 0.809 -3.384 -0.649 -1.14
O -2.444 -5.213 2.041 -0.27
C -3.788 -5.398 2.482 -0.14
C -4.807 -4.627 1.669 -1.21
H -1.338 -1.631 3.329 0.27
H -0.265 -2.542 4.389 -0.09
H -3.287 -2.914 4.154 0.33
H -2.406 -2.270 5.545 0.45
H -2.236 -3.978 5.090 0.22
H -1.292 -3.406 -1.185 0.27
H -0.456 -4.927 -1.429 0.35
H 0.804 -2.604 0.114 0.26
H 1.090 -2.934 -1.604 0.37
H 1.579 -4.101 -0.359 0.33
H -3.860 -5.140 3.542 0.21
H -4.002 -6.467 2.403 0.35
H -4.675 -3.545 1.795 0.35
H -5.820 -4.879 1.986 0.38
H -4.703 -4.849 0.604 0.35
O 4.807 -1.275 8.696 -0.75
P 3.753 -2.296 8.329 1.12
O 2.520 -1.742 9.282 -0.37
C 2.020 -0.428 9.088 -0.36
C 1.094 -0.359 7.888 -0.96
O 4.277 -3.524 9.291 -0.36
C 5.628 -3.582 9.739 -0.32
C 5.753 -2.979 11.125 -1.05
O 2.695 -3.445 7.666 -0.34
C 2.322 -3.339 6.293 0.07
C 3.445 -2.870 5.390 -1.24
H 2.839 0.290 8.987 0.28
H 1.463 -0.164 9.989 0.35
H 1.657 -0.498 6.960 0.21
H 0.596 0.612 7.835 0.45
H 0.335 -1.142 7.937 0.22
H 6.300 -3.099 9.027 0.32
H 5.913 -4.636 9.776 0.35
H 5.351 -1.966 11.162 0.28
H 6.799 -2.950 11.441 0.36
H 5.186 -3.569 11.847 0.28
H 1.452 -2.684 6.204 -0.02
H 2.003 -4.335 5.975 0.35
H 3.734 -1.838 5.624 0.37
H 3.133 -2.901 4.345 0.38
H 4.331 -3.496 5.515 0.35
```

Entry from the Open Molecules 2025 dataset: the molecule C5H6N2O at a distorted geometry (ωB97M-V/def2-TZVPD).

## Properties
* charge: 0
* largest force on an atom: 7.94 eV Å⁻¹
* LUMO level: 0.0323 hartree
* HOMO level: -0.305 Eh
* E_tot: -378.7566 Ha
* multiplicity: 1

```
14
Properties=species:S:1:pos:R:3:mulliken_charge:R:1
C 3.059 -0.026 0.250 -0.79
C 1.769 -0.175 -0.241 0.33
C -0.375 -0.702 -0.101 0.76
C -0.868 0.634 -0.005 -0.37
C -2.555 -0.634 0.039 -0.24
H 3.705 0.887 -0.117 0.20
H 3.568 -0.829 0.826 0.28
H 1.336 0.700 -0.733 0.16
H -0.320 1.670 -0.411 0.14
H -2.847 1.314 0.273 0.12
H -3.538 -1.009 0.401 0.32
N -2.210 0.712 0.024 0.02
N -1.587 -1.423 -0.052 -0.52
O 0.862 -1.118 -0.153 -0.43
```

Entry from the Open Molecules 2025 dataset: a cluster of 2 separate species, C3H7N2OP in total at a distorted geometry (ωB97M-V/def2-TZVPD).

## Properties
* charge: 0
* largest force on an atom: 4.72 eV Å⁻¹
* LUMO level (alpha / beta): -0.0335 / 0.0064 hartree
* HOMO level (alpha / beta): -0.321 / -0.298 Eh
* E_tot: -644.4456 Ha
* multiplicity: 1

```
14
Properties=species:S:1:pos:R:3:mulliken_charge:R:1
C -2.356 0.614 0.396 -0.04
C -1.374 -0.378 -0.047 -0.01
C 1.575 1.615 -1.342 -0.94
N -1.815 0.969 -0.667 -0.44
N 0.722 -2.143 0.926 -0.61
O 0.334 0.051 2.083 -0.60
P 0.342 -0.486 0.715 0.52
H -2.836 1.024 1.343 0.28
H -1.731 -1.289 -0.627 0.30
H 2.006 0.795 -1.936 0.32
H 0.429 1.810 -1.541 0.30
H 2.153 2.251 -0.772 0.36
H 0.965 -2.569 0.026 0.28
H 1.587 -2.264 1.444 0.28
```

Entry from the Open Molecules 2025 dataset: a structure of composition C17H17MoNO5 at a distorted geometry (ωB97M-V/def2-TZVPD).

## Properties
* charge: +2
* largest force on an atom: 3.95 eV Å⁻¹
* LUMO level (alpha / beta): -0.3346 / -0.3427 hartree
* HOMO level (alpha / beta): -0.597 / -0.611 Eh
* E_tot: -1156.5752 Ha
* multiplicity: 1

```
41
Properties=species:S:1:pos:R:3:mulliken_charge:R:1
Mo 0.265 0.513 -0.380 1.57
O 5.355 1.180 2.868 -0.44
C 4.295 1.011 2.126 0.86
C 4.215 0.065 1.076 -0.27
C 3.042 -0.028 0.384 0.28
N 1.983 0.747 0.672 -0.62
C 2.054 1.669 1.655 0.49
C 3.179 1.837 2.405 -0.46
C 0.733 2.397 1.745 -0.01
O 0.420 3.271 2.462 -0.41
O -0.083 1.824 0.782 -0.35
C 2.694 -0.959 -0.756 -0.12
O 3.354 -1.801 -1.236 -0.41
O 1.395 -0.647 -1.122 -0.42
H 6.099 0.597 2.657 0.35
H 5.055 -0.570 0.821 0.48
H 3.237 2.576 3.194 0.58
C -2.867 -3.269 -0.878 -1.44
C -1.998 -2.408 0.054 -0.14
C -0.582 -2.985 0.168 -1.40
C -2.010 -0.976 -0.436 1.46
C -2.726 0.024 0.257 -0.43
C -2.779 1.329 -0.204 -0.75
C -2.072 1.727 -1.347 0.85
C -2.094 3.140 -1.824 -1.50
C -1.365 0.735 -2.077 -0.47
C -1.389 -0.613 -1.651 -1.24
H -2.952 -4.276 -0.473 0.44
H -2.430 -3.340 -1.875 0.36
H -3.871 -2.853 -0.968 0.39
H -2.450 -2.425 1.047 0.52
H -0.130 -3.153 -0.810 0.30
H -0.612 -3.940 0.690 0.53
H 0.057 -2.318 0.754 0.20
H -3.294 -0.253 1.137 0.57
H -3.382 2.057 0.324 0.50
H -1.192 3.666 -1.499 0.31
H -2.949 3.675 -1.416 0.42
H -2.126 3.187 -2.912 0.38
H -1.043 0.969 -3.084 0.54
H -1.038 -1.381 -2.328 0.52
```

Entry from the Open Molecules 2025 dataset: a cluster of 2 separate species, C4H10N2 in total at a distorted geometry (ωB97M-V/def2-TZVPD).

## Properties
* charge: 0
* largest force on an atom: 4.65 eV Å⁻¹
* LUMO level: 0.0328 hartree
* HOMO level: -0.299 Eh
* E_tot: -267.8250 Ha
* multiplicity: 1

```
16
Properties=species:S:1:pos:R:3:mulliken_charge:R:1
C -2.797 0.034 -2.125 -0.82
C -3.947 0.500 -1.562 0.16
N -3.995 1.220 -0.372 -0.44
H -1.872 0.303 -1.724 0.27
H -2.997 -0.666 -2.966 0.21
H -5.029 0.224 -1.808 0.23
H -3.088 1.481 0.004 0.18
H -4.808 1.849 -0.134 0.21
C 2.988 -1.555 1.803 -0.58
C 3.975 0.495 0.885 -0.22
N 4.073 -0.779 1.136 -0.42
H 3.479 -2.357 2.295 0.24
H 2.428 -1.982 0.935 0.25
H 2.231 -0.929 2.441 0.26
H 4.643 1.068 0.336 0.29
H 3.150 1.076 1.271 0.18
```

Entry from the Open Molecules 2025 dataset: a structure of composition C4H12N4 at a distorted geometry (ωB97M-V/def2-TZVPD).

## Properties
* charge: 0
* largest force on an atom: 8.02 eV Å⁻¹
* LUMO level: 0.0271 hartree
* HOMO level: -0.292 Eh
* E_tot: -378.3939 Ha
* multiplicity: 1

```
20
Properties=species:S:1:pos:R:3:mulliken_charge:R:1
C -1.191 -0.262 0.984 -0.64
C -1.904 -0.471 -0.303 -0.38
C -0.815 -0.088 -1.530 -0.61
C 1.428 0.326 -0.275 0.50
H 0.728 -0.974 1.355 0.30
H -0.311 -2.169 1.681 0.22
H -0.944 0.988 1.032 0.28
H -1.891 -0.511 1.767 0.41
H -2.816 0.554 -0.154 0.24
H -2.331 -1.599 -0.250 0.27
H -0.856 0.986 -1.527 0.29
H -1.276 -0.405 -2.587 0.30
H 1.088 -1.527 -0.986 0.35
H 1.537 2.320 -1.239 0.29
H 2.361 1.939 0.381 0.25
H 3.050 0.671 0.846 0.18
N -0.242 -1.056 1.511 -0.52
N 0.570 -0.478 -0.855 -0.31
N 1.333 1.877 -0.185 -0.60
N 2.483 -0.120 0.337 -0.82
```